Below is a molecular structure, C10H23N2O9SZn in a non-equilibrium geometry, with properties calculated with ωB97M-V with the def2-TZVPD basis set.

Geometry as ORCA input:
```
! RIJCOSX wB97M-V def2-TZVPD def2/J DEFGRID3
* xyz 0 2
Zn 0.254 -1.177 -0.158
C -2.071 -2.317 -3.192
C -0.837 -2.988 -2.607
O -0.109 -2.350 -1.871
O -0.470 -4.082 -3.091
H -2.044 -2.329 -4.281
H -2.339 -1.287 -2.957
H -2.927 -2.822 -2.744
S -0.204 -3.137 1.508
O -0.969 -2.008 0.972
O -0.646 -4.416 1.085
O 1.085 -2.731 0.860
O -0.022 -3.218 2.906
O -0.921 0.285 -0.937
C -1.997 0.839 -0.841
N -2.870 0.391 0.029
C -2.386 2.084 -1.650
H -2.752 -0.491 0.506
H -3.638 0.983 0.311
H -3.462 2.133 -1.815
H -1.670 2.141 -2.471
H -1.983 2.886 -1.032
C 2.301 -0.878 -2.630
O 1.985 -0.830 -1.254
C 2.898 -0.014 -0.550
C 2.545 -0.032 0.947
N 1.164 0.469 0.975
C 0.893 0.540 2.427
C -0.135 1.675 2.668
O 0.058 2.912 1.970
C -0.191 4.097 2.686
H 1.768 -0.057 -3.112
H 2.204 -1.892 -3.017
H 3.368 -0.845 -2.850
H 2.740 1.019 -0.861
H 3.950 -0.288 -0.638
H 3.306 0.487 1.529
H 2.676 -1.043 1.333
H 1.235 1.476 1.003
H 1.826 0.769 2.942
H 0.485 -0.377 2.854
H -0.094 1.868 3.740
H -1.151 1.304 2.530
H 0.355 4.185 3.626
H -1.217 4.073 3.054
H 0.008 4.992 2.098
*
```

Output
frontier orbital gap (alpha / beta): 7.30 / 3.48 eV
E_LUMO (alpha / beta): 0.00 / -3.81 eV

Below is a molecular structure, C10H23N2OOsS in a non-equilibrium geometry, with properties calculated with ωB97M-V with the def2-TZVPD basis set.

Geometry as ORCA input:
```
! RIJCOSX wB97M-V def2-TZVPD def2/J DEFGRID3
* xyz 3 1
Os 0.094 -0.092 -0.220
C 1.500 -1.258 -2.590
C 0.031 -1.456 -2.916
N -0.798 -1.355 -1.651
C -2.190 -0.835 -1.898
C -2.157 0.623 -2.363
S -0.816 1.565 -1.510
C 0.495 1.796 -2.799
C 1.822 1.262 -2.287
N 1.688 -0.097 -1.645
H 1.902 -2.137 -2.087
H 2.081 -1.101 -3.500
H -0.342 -0.718 -3.619
H -0.129 -2.437 -3.364
H -0.876 -2.302 -1.275
H -2.689 -1.450 -2.651
H -2.738 -0.939 -0.962
H -1.986 0.735 -3.433
H -3.092 1.127 -2.125
H 0.147 1.306 -3.705
H 0.555 2.867 -2.990
H 2.538 1.213 -3.111
H 2.236 1.924 -1.527
H 2.575 -0.263 -1.168
C 1.344 -0.441 4.053
C 0.009 0.138 3.849
C -0.133 1.592 4.000
C -1.151 -0.696 4.186
O -0.157 0.002 1.429
H 1.468 -0.411 5.147
H 2.148 0.155 3.627
H 1.417 -1.485 3.753
H -0.094 1.733 5.093
H -1.093 1.975 3.662
H 0.692 2.160 3.574
H -1.149 -0.693 5.289
H -1.051 -1.733 3.871
H -2.102 -0.274 3.866
*
```

Output
frontier orbital gap (alpha / beta): 7.67 / 7.67 eV
E_LUMO (alpha / beta): -12.79 / -12.78 eV
relative energy (zero: lowest compared OMol25 entry of this formula, charge and spin): 0.000 eV

Below is a molecular structure, C10H23N2S in a non-equilibrium geometry, with properties calculated with ωB97M-V with the def2-TZVPD basis set.

Geometry as ORCA input:
```
! RIJCOSX wB97M-V def2-TZVPD def2/J DEFGRID3
* xyz 1 1
C 2.508 0.681 -0.800
C 1.552 -0.125 -0.331
C 3.836 0.092 -1.042
C 2.162 2.101 -1.123
C -4.599 -0.782 -1.033
C 0.194 1.349 2.100
C 2.030 -2.178 1.523
C -3.477 -0.041 -0.334
C -2.298 -0.983 -0.489
C -0.242 0.525 -0.153
N -0.454 1.537 0.802
N -0.996 -0.652 0.111
S 1.541 -1.963 -0.262
H 4.114 -0.326 -0.112
H 3.872 -0.680 -1.855
H 4.611 0.716 -1.461
H 1.824 2.667 -0.311
H 3.091 2.516 -1.526
H 1.246 2.085 -1.754
H -4.653 -1.646 -0.480
H -5.571 -0.248 -1.126
H -4.351 -1.120 -2.076
H 0.694 0.366 2.196
H 1.009 2.152 2.178
H -0.634 1.654 2.888
H 1.489 -3.034 1.892
H 1.826 -1.241 2.210
H 3.054 -2.488 1.635
H -3.778 0.041 0.720
H -3.326 1.052 -0.610
H -2.529 -2.063 -0.252
H -2.081 -1.092 -1.626
H -0.310 0.869 -1.175
H -0.313 2.525 0.497
H -0.068 -1.491 0.025
H -0.974 -0.777 1.155
*
```

Output
frontier orbital gap: 9.65 eV
E_LUMO: -2.69 eV

Below is 2 unconnected molecules or ions with the total composition C10H23NO6P2S4 in a non-equilibrium geometry, with properties calculated with ωB97M-V with the def2-TZVPD basis set.

Geometry as ORCA input:
```
! RIJCOSX wB97M-V def2-TZVPD def2/J DEFGRID3
* xyz 0 1
C 4.836 -0.647 -0.516
C 3.527 -1.038 -1.213
S 3.279 -0.007 -2.674
C 1.492 -0.241 -3.000
C 0.684 0.197 -1.839
N 0.745 1.386 -1.326
C -0.108 1.571 -0.124
P 1.137 1.429 1.273
O 2.408 2.160 0.581
O 0.624 2.435 2.415
S 1.457 -0.330 1.933
P -0.813 3.294 -0.270
O 0.467 4.259 -0.415
O -1.457 3.679 1.123
S -2.031 3.421 -1.736
C -1.094 0.426 -0.334
C -1.986 -0.017 0.840
O -2.371 -1.343 0.688
C -1.583 -2.289 1.386
C -0.298 -0.654 -1.110
S -1.347 -1.429 -2.394
H 5.383 -1.544 -0.247
H 5.447 -0.023 -1.164
H 4.628 -0.096 0.398
H 3.505 -2.096 -1.463
H 2.697 -0.865 -0.530
H 1.300 -1.285 -3.224
H 1.299 0.397 -3.860
H 1.350 2.075 -1.756
H 2.914 2.689 1.206
H 1.362 2.878 2.847
H 1.320 3.813 -0.344
H -1.052 4.473 1.484
H -1.778 0.832 -1.080
H -1.548 0.181 1.821
H -2.902 0.571 0.777
H -1.488 -2.038 2.442
H -2.087 -3.250 1.321
H -0.571 -2.410 0.980
H 0.244 -1.388 -0.517
H -2.518 -1.284 -1.770
C -5.000 -3.591 1.906
O -4.147 -3.948 2.873
H -5.629 -4.407 1.453
H -5.771 -2.815 2.174
H -4.524 -3.132 0.983
*
```

Output
frontier orbital gap: 1.89 eV
E_LUMO: -2.24 eV

Below is 2 unconnected molecules or ions with the total composition C10H23NSi in a non-equilibrium geometry, with properties calculated with ωB97M-V with the def2-TZVPD basis set.

Geometry as ORCA input:
```
! RIJCOSX wB97M-V def2-TZVPD def2/J DEFGRID3
* xyz 0 1
C -0.028 0.510 2.365
C 1.015 0.477 1.565
C 1.393 1.347 -4.506
C -1.474 1.633 4.066
C 0.487 0.396 4.884
C -1.127 0.567 -2.789
C -0.642 -3.739 -0.599
C 1.375 0.850 -3.088
C -0.052 1.193 3.701
C 0.251 -0.152 -2.846
N -0.766 -2.417 -1.310
Si 0.500 -1.185 -1.242
H -0.958 0.029 2.129
H 1.962 0.781 1.528
H 1.697 0.457 -5.187
H 2.176 2.143 -4.724
H 0.351 1.724 -4.569
H -2.091 2.137 3.219
H -2.068 0.771 4.267
H -1.529 2.248 5.018
H 0.560 1.184 5.602
H -0.308 -0.435 5.161
H 1.413 -0.093 4.662
H -0.785 1.530 -2.346
H -1.676 0.749 -3.711
H -1.871 -0.031 -2.127
H -1.034 -3.521 0.368
H -1.207 -4.428 -1.137
H 0.379 -4.084 -0.622
H 2.328 0.494 -2.952
H 1.309 1.683 -2.328
H 0.408 2.232 3.653
H 0.041 -0.793 -3.751
H -1.729 -2.080 -1.120
H 1.702 -2.175 -1.234
*
```

Output
frontier orbital gap (alpha / beta): 8.09 / 7.32 eV
E_LUMO (alpha / beta): -0.04 / 0.34 eV
relative energy (zero: lowest compared OMol25 entry of this formula, charge and spin): 4.510 eV

Below is a molecular structure, C10H23O6P2RuS2, with properties calculated with ωB97M-V with the def2-TZVPD basis set.

Geometry as ORCA input:
```
! RIJCOSX wB97M-V def2-TZVPD def2/J DEFGRID3
* xyz 0 2
Ru -0.341 0.592 -0.037
C -2.591 -0.770 2.748
C -1.122 -1.042 2.475
C -0.426 -1.630 3.687
O -0.469 0.226 2.132
C -1.021 -1.984 1.259
O -1.225 -3.171 1.405
O -0.794 -1.407 0.117
H -2.694 -0.069 3.577
H -3.070 -1.716 2.999
H -3.077 -0.332 1.880
H -0.544 -0.967 4.546
H 0.638 -1.795 3.499
H -0.870 -2.595 3.917
H 0.366 0.265 2.607
C -0.767 1.747 -3.364
P -0.244 0.381 -2.309
C -1.232 -1.043 -2.820
C 1.482 0.014 -2.813
C 2.181 -0.732 -1.677
P 1.835 0.149 -0.110
C 2.960 1.569 -0.094
C 2.492 -0.960 1.168
H -0.557 1.516 -4.409
H -0.243 2.654 -3.063
H -1.832 1.908 -3.207
H -1.159 -1.204 -3.896
H -2.267 -0.837 -2.545
H -0.913 -1.925 -2.268
H 1.978 0.968 -3.011
H 1.483 -0.554 -3.745
H 3.257 -0.822 -1.841
H 1.768 -1.737 -1.560
H 3.999 1.249 -0.179
H 2.817 2.113 0.840
H 2.712 2.249 -0.909
H 3.504 -1.285 0.924
H 1.841 -1.831 1.249
H 2.525 -0.442 2.128
O -2.904 3.962 -0.029
S -2.307 2.674 0.164
O -2.556 1.681 -0.896
O -2.434 2.063 1.472
S -0.178 2.872 -0.015
*
```

Output
frontier orbital gap (alpha / beta): 8.65 / 7.18 eV
E_LUMO (alpha / beta): 0.04 / -1.57 eV
relative energy (zero: lowest compared OMol25 entry of this formula, charge and spin): 1.033 eV

Below is 4 unconnected molecules or ions with the total composition C10H24B3O22PS5 in a non-equilibrium geometry, with properties calculated with ωB97M-V with the def2-TZVPD basis set.

Geometry as ORCA input:
```
! RIJCOSX wB97M-V def2-TZVPD def2/J DEFGRID3
* xyz 0 1
C 0.114 0.452 0.872
B 1.418 -0.416 0.381
O 1.328 -1.608 -0.512
B 1.957 -1.106 -1.760
C 1.232 -1.208 -3.225
S -0.631 -1.119 -3.200
O -1.131 -0.121 -4.280
O -1.255 -0.724 -1.857
O 3.308 -0.491 -1.646
B 3.353 0.457 -0.534
P 3.997 2.271 -0.629
O 5.519 2.252 -1.001
O 2.812 -0.043 0.756
H 0.510 1.248 1.635
H -0.250 1.078 -0.056
H -0.740 -0.201 1.295
H 1.631 -0.295 -3.853
H 1.566 -2.229 -3.698
H -1.191 -2.369 -3.577
H 3.771 3.004 0.600
H 3.166 2.937 -1.629
C 5.478 -5.350 -0.994
C 5.846 -4.139 -1.843
O 5.016 -4.231 -3.000
S 3.603 -4.921 -2.584
O 2.640 -3.875 -2.362
O 3.362 -6.030 -3.465
O 4.066 -5.499 -1.137
H 5.957 -6.258 -1.373
H 5.743 -5.212 0.057
H 6.900 -4.132 -2.124
H 5.602 -3.206 -1.326
C -5.235 -2.398 0.879
C -5.195 -0.882 0.725
O -3.816 -0.532 0.836
S -2.912 -1.743 0.230
O -2.560 -1.409 -1.133
O -1.937 -2.120 1.218
O -4.080 -2.880 0.194
H -5.154 -2.690 1.931
H -6.141 -2.832 0.451
H -5.784 -0.371 1.488
H -5.542 -0.577 -0.267
C 4.474 2.761 5.281
C 4.843 3.967 4.426
O 4.010 3.874 3.272
S 2.594 3.191 3.695
O 1.637 4.242 3.916
O 2.347 2.079 2.818
O 3.061 2.616 5.143
H 4.948 1.850 4.903
H 4.742 2.901 6.330
H 5.897 3.968 4.142
H 4.604 4.903 4.941
C -8.078 3.132 -1.602
C -6.576 2.937 -1.775
O -6.004 3.336 -0.531
S -7.047 2.988 0.668
O -6.661 1.730 1.250
O -7.258 4.176 1.446
O -8.359 2.735 -0.260
H -8.355 4.185 -1.711
H -8.656 2.530 -2.306
H -6.171 3.534 -2.594
H -6.331 1.883 -1.938
*
```

Output
frontier orbital gap: 7.89 eV
E_LUMO: -0.08 eV

Below is a molecular structure, C10H24BrNO10S3 in a non-equilibrium geometry, with properties calculated with ωB97M-V with the def2-TZVPD basis set.

Geometry as ORCA input:
```
! RIJCOSX wB97M-V def2-TZVPD def2/J DEFGRID3
* xyz 0 1
N 2.703 0.080 0.587
C 3.434 0.467 -0.629
C 2.498 0.920 -1.790
C 1.019 1.069 -1.385
O 0.223 -0.152 -1.407
S -1.047 0.243 -0.400
O -0.756 -0.554 0.798
O -2.312 0.056 -1.111
O -0.842 1.875 -0.222
C 0.617 1.996 -0.221
Br 1.213 3.848 -0.270
H 2.223 -0.802 0.438
H 3.413 -0.118 1.285
H 4.006 -0.415 -0.992
H 4.198 1.239 -0.451
H 2.809 1.855 -2.278
H 2.526 0.133 -2.564
H 0.591 1.606 -2.263
H 0.933 1.612 0.760
O 2.757 3.241 5.863
S 3.201 1.884 5.709
O 3.752 1.416 4.468
O 2.014 0.896 6.156
C 0.726 1.068 5.546
C 0.681 0.495 4.143
C 4.320 1.485 7.015
H 0.438 2.122 5.552
H 0.015 0.537 6.180
H 1.316 1.067 3.465
H -0.337 0.516 3.751
H 1.043 -0.533 4.135
H 3.881 1.794 7.960
H 5.244 2.029 6.833
H 4.506 0.414 7.003
O -3.837 -0.229 -5.369
S -3.203 -1.464 -4.997
O -2.619 -2.327 -5.987
O -4.233 -2.323 -4.107
C -5.539 -2.573 -4.640
C -5.527 -3.672 -5.687
C -2.018 -1.154 -3.727
H -5.970 -1.651 -5.039
H -6.158 -2.880 -3.797
H -4.990 -3.357 -6.582
H -6.545 -3.934 -5.977
H -5.026 -4.562 -5.304
H -2.478 -0.540 -2.946
H -1.184 -0.623 -4.181
H -1.680 -2.105 -3.323
*
```

Output
frontier orbital gap: 10.31 eV
E_LUMO: 0.34 eV
relative energy (zero: lowest compared OMol25 entry of this formula, charge and spin): 1.300 eV

Below is 3 unconnected molecules or ions with the total composition C10H24BrNO11PS2 in a non-equilibrium geometry, with properties calculated with ωB97M-V with the def2-TZVPD basis set.

Geometry as ORCA input:
```
! RIJCOSX wB97M-V def2-TZVPD def2/J DEFGRID3
* xyz -1 1
O -0.250 -0.365 0.827
C -0.651 0.575 1.703
O -1.680 1.594 1.317
C -0.018 0.733 3.242
S 1.260 2.143 3.083
O 2.106 1.794 1.835
O 0.401 3.443 2.833
N 2.172 2.421 4.545
S 3.896 2.300 4.287
O 4.569 2.719 5.652
O 4.360 0.812 4.044
P 4.677 3.656 2.804
O 3.455 4.741 2.193
Br 5.322 2.365 1.003
H -1.822 1.545 0.307
H -0.859 0.984 4.019
H 0.522 -0.275 3.492
H 3.864 5.655 2.243
C -3.987 -3.517 -1.237
O -2.622 -3.916 -1.281
C -1.777 -3.039 -0.530
C -1.381 -3.664 0.811
O -2.507 -3.765 1.688
C -3.012 -5.094 1.764
H -4.591 -4.312 -1.682
H -4.327 -3.357 -0.210
H -4.126 -2.603 -1.822
H -2.255 -2.063 -0.383
H -0.872 -2.883 -1.126
H -0.654 -3.009 1.303
H -0.907 -4.643 0.664
H -2.308 -5.728 2.315
H -3.191 -5.515 0.771
H -3.960 -5.070 2.308
C 0.303 1.927 -5.230
O 1.505 1.577 -4.553
C 1.799 2.472 -3.476
C 1.461 1.841 -2.122
O 0.047 1.687 -1.962
C -0.373 0.340 -2.153
H 0.050 1.118 -5.921
H -0.529 2.060 -4.533
H 0.455 2.844 -5.807
H 1.278 3.428 -3.605
H 2.875 2.669 -3.512
H 1.798 2.514 -1.327
H 1.978 0.882 -1.995
H -0.036 -0.276 -1.312
H 0.009 -0.072 -3.091
H -1.465 0.322 -2.184
*
```

Output
frontier orbital gap: 8.46 eV
E_LUMO: 2.37 eV

Below is a molecular structure, C10H24CuO14 in a non-equilibrium geometry, with properties calculated with ωB97M-V with the def2-TZVPD basis set.

Geometry as ORCA input:
```
! RIJCOSX wB97M-V def2-TZVPD def2/J DEFGRID3
* xyz -3 1
Cu 0.326 1.698 0.344
C -3.241 4.991 -2.043
O -3.767 6.160 -2.106
O -2.064 4.763 -2.399
O -3.905 4.061 -1.592
C -1.169 5.080 3.572
O -1.898 6.036 3.995
O -1.533 3.881 3.590
O -0.085 5.395 2.985
C -4.307 -1.477 -1.844
C -5.526 -1.300 -2.754
O -6.475 -0.433 -2.206
O -3.228 -0.638 -2.101
H -3.919 -2.478 -1.652
H -4.644 -1.125 -0.869
H -5.986 -2.285 -2.687
H -5.285 -0.974 -3.766
H -5.954 0.332 -1.951
H -3.509 0.280 -2.081
C -0.644 -2.245 4.672
C -0.374 -3.526 5.323
O -1.030 -4.460 4.549
O -1.861 -1.731 4.898
H -0.636 -2.241 3.582
H 0.213 -1.606 4.885
H -0.910 -3.610 6.268
H 0.693 -3.747 5.366
H -1.913 -4.102 4.433
H -1.744 -0.879 4.471
C 1.978 1.485 -6.399
C 2.836 1.223 -5.054
O 2.538 1.986 -3.984
O 1.740 2.796 -6.632
H 1.015 0.984 -6.297
H 2.476 0.995 -7.236
H 3.893 1.333 -5.295
H 2.917 0.154 -4.858
H 1.768 2.514 -4.209
H 0.799 2.886 -6.798
C 5.846 -2.293 2.531
C 4.608 -2.184 1.603
O 3.979 -1.000 1.971
O 5.823 -1.480 3.670
H 6.706 -2.229 1.864
H 5.727 -3.331 2.844
H 4.023 -3.103 1.573
H 4.965 -1.952 0.600
H 4.397 -0.799 2.811
H 6.338 -1.807 4.412
*
```

Output
frontier orbital gap: 1.57 eV
E_LUMO: 4.61 eV
relative energy (zero: lowest compared OMol25 entry of this formula, charge and spin): 9.557 eV

Number 1: calculated total energy -3358.9116 hartree. Number 2: calculated total energy -1067.3054 hartree. Number 3: calculated total energy -902.1471 hartree. Number 4: calculated total energy -3176.4112 hartree. Number 5: calculated total energy -738.8521 hartree. Number 6: calculated total energy -2420.3512 hartree. Number 7: calculated total energy -4457.4485 hartree. Number 8: calculated total energy -4971.0738 hartree. Number 9: calculated total energy -4989.4028 hartree. Number 10: calculated total energy -3088.7436 hartree.